# 1
{"formula": "C41H45CuNP2", "method": "ωB97M-V with the def2-TZVPD basis set", "spin_multiplicity": 2, "e_homo_ev": [-6.4, -6.4], "total_energy_ha": -3967.09410, "charge": 0, "max_force_ev_per_a": 2.16, "s_squared": 0.759, "symbols": ["Cu", "C", "C", "C", "C", "C", "C", "C", "C", "C", "H", "H", "H", "H", "H", "H", "H", "H", "H", "H", "H", "H", "H", "H", "H", "P", "P", "C", "C", "C", "C", "C", "C", "C", "C", "C", "C", "C", "C", "C", "C", "C", "C", "C", "C", "C", "C", "C", "C", "C", "C", "C", "C", "H", "H", "H", "H", "H", "H", "H", "H", "H", "H", "H", "H", "H", "H", "H", "H", "H", "H", "H", "H", "H", "H", "C", "C", "C", "C", "C", "C", "N", "H", "H", "H", "H", "H", "H", "H", "H"], "xyz": [[3.074088, 1.429388, 3.623232], [4.192177, 3.300172, 3.163280], [3.179963, 3.187096, 2.215826], [3.376032, 2.715706, 0.784323], [3.133979, 1.197430, 0.601411], [3.624303, 0.349899, 1.754355], [4.799148, 0.540746, 2.474200], [5.843594, 1.601984, 2.169918], [5.641004, 2.908417, 2.975429], [2.526835, -0.342056, 4.560270], [3.998899, 3.936677, 4.024809], [2.253318, 3.719071, 2.418597], [4.378714, 2.985331, 0.441415], [2.675746, 3.257033, 0.139667], [2.057242, 1.021904, 0.503651], [3.590208, 0.859130, -0.341436], [3.129354, -0.614237, 1.855814], [5.124027, -0.276825, 3.113404], [5.852407, 1.813770, 1.097164], [6.832387, 1.197623, 2.410714], [6.074691, 2.778103, 3.972804], [6.199054, 3.729225, 2.499420], [2.552867, -0.239641, 5.649911], [3.177931, -1.174941, 4.264861], [1.496605, -0.587955, 4.271066], [-4.513252, 0.113475, -2.428149], [-3.100272, -3.366417, -2.605425], [-3.549865, -0.735781, -3.710672], [-2.941883, -1.939758, -3.716243], [-5.699893, 1.166271, -3.337861], [-5.459008, 1.661389, -4.627288], [-6.417669, 2.444116, -5.269617], [-7.618316, 2.749411, -4.627111], [-7.862127, 2.267839, -3.339509], [-6.911732, 1.473068, -2.702702], [-3.239708, 1.326479, -1.877105], [-2.116565, 0.832014, -1.194055], [-1.133008, 1.696848, -0.719944], [-1.268450, 3.075542, -0.896581], [-2.391817, 3.577645, -1.552352], [-3.369950, 2.711153, -2.043058], [-3.649297, -4.621528, -3.838549], [-4.933871, -4.478967, -4.388525], [-5.425052, -5.409001, -5.301719], [-4.650546, -6.513983, -5.661174], [-3.383513, -6.676861, -5.102105], [-2.882982, -5.736974, -4.199632], [-1.384384, -3.884611, -2.243279], [-1.147135, -4.526960, -1.019690], [0.137029, -4.944318, -0.677686], [1.202136, -4.707407, -1.548849], [0.976784, -4.063362, -2.766199], [-0.310749, -3.658160, -3.116288], [-3.358496, -0.083373, -4.564265], [-2.325816, -2.176551, -4.585272], [-4.521661, 1.428824, -5.123450], [-6.228483, 2.811172, -6.274496], [-8.364570, 3.357561, -5.130950], [-8.798650, 2.497855, -2.839166], [-7.110411, 1.069052, -1.713687], [-2.014508, -0.238577, -1.027323], [-0.266049, 1.295418, -0.201929], [-0.506657, 3.751928, -0.519557], [-2.507375, 4.649365, -1.691233], [-4.234865, 3.113066, -2.561562], [-5.556104, -3.635899, -4.094515], [-6.417838, -5.277417, -5.724134], [-5.035861, -7.244811, -6.366428], [-2.775162, -7.535755, -5.373328], [-1.890922, -5.868677, -3.779263], [-1.973629, -4.679977, -0.330966], [0.310252, -5.438870, 0.274038], [2.206762, -5.019499, -1.277373], [1.804771, -3.870845, -3.442542], [-0.488532, -3.162689, -4.065756], [5.960575, 0.256323, 5.586345], [5.061652, 1.354769, 6.056533], [5.216946, 1.979247, 7.280307], [4.192653, 2.884707, 7.393411], [3.451809, 2.776715, 6.237199], [2.203408, 3.549703, 5.959536], [3.986870, 1.862864, 5.393759], [6.724577, 0.023073, 6.358126], [6.506916, 0.560075, 4.677614], [5.369429, -0.663663, 5.403389], [5.983164, 1.781118, 8.018424], [3.996837, 3.535779, 8.235148], [1.450432, 3.330519, 6.744688], [2.428817, 4.636602, 5.962159], [1.780237, 3.266655, 4.973783]], "atomic_forces_ev_per_a": [[0.824, -0.920, 1.438], [-0.891, 1.065, -1.660], [1.254, 0.543, 0.696], [-0.040, -0.321, 0.112], [-0.033, 0.265, 0.153], [1.615, 0.000, 0.277], [-0.691, -0.693, -1.759], [-0.254, 0.074, 0.108], [-0.138, -0.296, 0.202], [-0.675, -0.429, 0.234], [-0.053, -0.355, -0.095], [0.010, -0.130, 0.148], [-0.176, -0.006, 0.066], [0.094, -0.051, 0.104], [0.112, 0.021, -0.043], [-0.072, -0.009, 0.195], [-0.026, 0.204, 0.247], [-0.281, 0.273, 0.105], [-0.027, -0.086, 0.148], [-0.171, 0.020, 0.009], [-0.127, 0.059, -0.114], [-0.256, -0.105, 0.039], [0.142, 0.257, -0.333], [0.025, 0.387, -0.126], [0.097, 0.187, -0.211], [-0.306, -0.558, 1.176], [-0.876, -0.107, 0.954], [0.637, -0.189, -0.409], [-0.081, 0.513, -0.570], [0.040, 0.095, -0.478], [-0.380, 0.070, 0.236], [0.025, -0.095, 0.139], [0.148, -0.133, 0.170], [0.156, 0.013, -0.200], [0.181, -0.033, -0.248], [0.253, 0.225, -0.041], [-0.033, 0.212, -0.051], [-0.247, 0.082, -0.116], [-0.212, -0.152, -0.110], [0.084, -0.174, 0.059], [0.210, -0.196, 0.084], [0.034, -0.129, -0.250], [0.166, -0.153, -0.044], [0.199, -0.027, 0.120], [0.130, 0.167, 0.190], [-0.151, 0.134, 0.008], [-0.248, 0.136, -0.101], [0.381, 0.126, -0.219], [0.094, 0.158, -0.244], [0.092, 0.100, -0.207], [-0.256, 0.041, -0.017], [-0.163, 0.024, 0.071], [0.030, -0.174, 0.391], [0.218, -0.312, -0.082], [-0.130, 0.296, -0.128], [-0.169, 0.132, -0.030], [-0.033, -0.024, 0.133], [0.107, -0.085, 0.072], [0.132, -0.025, -0.072], [0.037, 0.059, -0.095], [-0.009, 0.111, -0.064], [-0.125, 0.041, -0.059], [-0.100, -0.069, -0.053], [0.018, -0.147, 0.029], [0.103, -0.012, 0.066], [0.105, -0.077, -0.049], [0.145, -0.021, 0.064], [0.058, 0.099, 0.093], [-0.092, 0.114, 0.040], [-0.103, -0.019, -0.054], [0.079, -0.004, -0.088], [-0.021, 0.061, -0.136], [-0.137, 0.035, -0.039], [-0.091, -0.048, 0.083], [0.119, -0.069, 0.087], [0.008, -0.246, -0.162], [1.122, -0.632, 0.520], [1.050, -0.922, -0.076], [-1.014, 1.015, 0.331], [-0.712, 0.903, 0.445], [-0.218, 0.089, -0.177], [-0.127, -0.199, 0.036], [-0.554, 0.196, -0.419], [-0.092, -0.395, 0.132], [0.471, 0.280, -0.135], [0.027, -0.100, -0.167], [-0.111, 0.013, -0.120], [0.243, 0.272, -0.556], [-0.393, -0.471, -0.059], [0.022, 0.234, 0.452]], "mulliken_spin": [0.47, -0.02, 0.00, 0.01, 0.06, -0.04, 0.09, 0.01, 0.01, 0.38, 0.00, -0.01, 0.00, 0.00, -0.03, 0.00, 0.00, 0.00, 0.00, 0.00, -0.01, 0.00, -0.02, -0.01, 0.00, 0.00, 0.00, 0.00, 0.00, 0.00, 0.00, 0.00, 0.00, 0.00, 0.00, 0.00, 0.00, 0.00, 0.00, 0.00, 0.00, 0.00, 0.00, 0.00, 0.00, 0.00, 0.00, 0.00, 0.00, 0.00, 0.00, 0.00, 0.00, 0.00, 0.00, 0.00, 0.00, 0.00, 0.00, 0.00, 0.00, 0.00, 0.00, 0.00, 0.00, 0.00, 0.00, 0.00, 0.00, 0.00, 0.00, 0.00, 0.00, 0.00, 0.00, 0.00, 0.01, 0.01, 0.01, 0.00, 0.00, 0.07, 0.00, 0.00, 0.00, 0.00, 0.00, 0.00, 0.00, 0.01]}



# 2
{"formula": "C13H15ClN2O2V", "method": "ωB97M-V with the def2-TZVPD basis set", "spin_multiplicity": 2, "e_homo_ev": [-16.5, -16.5], "total_energy_ha": -2167.90277, "charge": 2, "max_force_ev_per_a": 9.62, "s_squared": 1.011, "symbols": ["Cl", "C", "C", "C", "H", "C", "C", "H", "H", "H", "C", "V", "C", "O", "C", "O", "H", "H", "H", "C", "C", "C", "C", "N", "N", "C", "H", "H", "H", "H", "H", "H", "H", "H"], "xyz": [[0.093838, 3.681390, -1.339293], [-1.896658, 0.392966, -1.919332], [-1.037149, -0.759907, -1.655927], [0.213625, -0.524384, -2.289663], [-1.360762, -1.692361, -1.157631], [0.148784, 0.764444, -2.968761], [-1.161230, 1.309639, -2.708868], [-1.502131, 2.281495, -3.086984], [-2.956939, 0.486707, -1.621070], [1.058380, -1.235900, -2.371978], [1.217747, 1.386718, -3.788506], [-0.051968, 1.138953, -0.698737], [1.732721, 1.605394, -0.148442], [2.829394, 1.921567, 0.155895], [-0.929381, 2.035775, 0.817488], [-1.414378, 2.632720, 1.698089], [2.203747, 1.126384, -3.379779], [1.094008, 2.476341, -3.752680], [1.176391, 1.053797, -4.836772], [2.028550, -2.057236, 3.621284], [1.017682, -1.548029, 2.694261], [-0.358300, -1.737749, 2.703135], [-0.912302, -0.984455, 1.662252], [0.074034, -0.320549, 0.978799], [1.247107, -0.731919, 1.667183], [-2.353194, -0.863289, 1.379274], [1.765105, -1.733759, 4.615959], [1.993371, -3.136703, 3.601812], [2.997424, -1.706093, 3.357642], [-0.911860, -2.342876, 3.420142], [2.159611, -0.379797, 1.382978], [-2.763471, -1.848233, 1.143252], [-2.875985, -0.502730, 2.265318], [-2.565821, -0.188330, 0.559650]], "atomic_forces_ev_per_a": [[0.062, -2.549, 0.823], [0.295, -0.678, 0.345], [-0.941, 0.762, -0.320], [0.463, 1.008, -0.779], [0.397, 0.827, -0.201], [0.141, -1.718, 0.366], [-0.314, 0.107, 0.258], [0.093, -0.586, 0.233], [0.854, 0.006, -0.166], [-0.603, 0.641, 0.248], [0.220, 0.403, 0.257], [-1.942, -0.911, -2.158], [8.943, 2.749, 2.240], [-6.294, -1.859, -1.657], [-3.622, 4.592, 5.864], [2.467, -3.191, -4.336], [-0.179, 0.050, -0.290], [0.153, -0.260, -0.217], [-0.097, 0.002, 0.297], [-0.332, -0.189, -0.164], [-1.448, 0.391, -0.629], [-0.641, -0.003, -0.056], [1.010, -0.116, 0.467], [0.778, -0.898, 0.788], [0.216, 1.391, -1.293], [-0.338, -0.097, -0.081], [0.045, 0.111, 0.405], [0.170, -0.347, 0.068], [0.896, 0.159, -0.036], [0.165, 0.237, -0.302], [-0.426, -0.211, 0.133], [-0.059, 0.088, -0.022], [-0.023, 0.007, -0.008], [-0.109, 0.085, -0.079]], "mulliken_spin": [-0.10, -0.06, -0.08, -0.06, 0.00, -0.13, -0.05, 0.00, -0.01, -0.01, 0.00, 1.56, -0.07, 0.08, -0.05, 0.06, 0.00, 0.00, -0.01, 0.00, 0.00, 0.00, 0.00, -0.07, 0.00, 0.01, 0.00, 0.00, 0.00, 0.00, 0.00, 0.00, 0.00, 0.00]}